12
Properties=species:S:1:pos:R:3:forces:R:3:mulliken_charge:R:1 method="wB97M-V/def2-TZVPD" total_charge=0 total_energy_ha=-679.6578 homo_lumo_gap_ev=9.42 homo_ev=-8.8 lumo_energy_ev=0.58 relative_energy_kcal_mol=79.9
C 1.32312 -1.00888 0.06059 0.4 -2.4 -0.2 -0.186
C 1.43041 0.28907 -0.02829 2.3 2.8 -1.4 -0.381
C 0.08388 0.94943 -0.05706 1.1 -1.7 0.0 0.551
H -2.56463 0.15729 1.24260 -0.3 -0.6 -1.0 0.147
H -0.31176 -1.96915 -0.89787 1.4 0.7 3.0 0.323
H 2.19723 -1.69929 0.12107 -1.1 0.4 -0.2 0.346
H 2.48300 0.79718 -0.33377 -2.9 -1.0 1.4 0.239
H -1.26701 2.28090 -0.02214 2.8 0.1 0.0 0.227
N -0.78486 -0.17952 -0.09938 1.7 -1.4 0.0 0.004
N -0.02002 -1.53081 0.10568 -1.4 1.9 -3.0 -0.393
N -0.15246 2.18980 -0.00475 -3.5 0.0 -0.2 -0.678
S -2.41690 -0.27602 -0.08667 -0.5 1.1 1.6 -0.199



12
Properties=species:S:1:pos:R:3:forces:R:3:mulliken_charge:R:1 method="wB97M-V/def2-TZVPD" total_charge=+1 total_energy_ha=-335.8752 homo_lumo_gap_ev="6.98 / 6.98" homo_ev="-11.9 / -11.9" lumo_energy_ev="-4.91 / -4.91" relative_energy_kcal_mol=124.0
C -2.63124 0.31453 -0.05129 1.4 1.4 -0.1 0.184
C -3.81826 -0.13563 -0.08201 -0.5 0.5 0.9 0.262
C 2.15498 -0.40181 -0.04640 2.4 0.4 5.8 -0.450
N -0.20044 -1.08225 -0.12106 1.8 -0.8 0.3 -0.119
N -1.43703 0.64162 -0.04494 0.9 0.7 0.4 -0.452
N -4.89733 -0.61361 0.10370 -1.1 -1.7 -0.5 -0.314
N 0.91034 -0.97492 -0.00089 -4.8 -0.2 0.0 0.374
H 2.34742 0.48951 0.75393 -1.0 -2.0 -2.0 0.295
H 2.22142 -0.12223 -1.01043 1.2 1.1 -3.3 0.332
H 2.76456 -1.25296 0.32424 0.6 0.9 -0.9 0.303
H -1.05929 1.52682 0.39450 -1.3 -0.9 -0.5 0.278
H -5.75894 -0.32765 0.55730 0.4 0.7 -0.1 0.308



14
Properties=species:S:1:pos:R:3:forces:R:3:mulliken_charge:R:1 method="wB97M-V/def2-TZVPD" total_charge=-1 total_energy_ha=-809.7510 homo_lumo_gap_ev=7.48 homo_ev=-4.2 lumo_energy_ev=3.28 relative_energy_kcal_mol=21.2
C -1.87161 -0.30503 0.52168 0.3 -0.1 0.5 0.631
C 2.33257 0.04382 -1.42588 0.5 -0.2 -1.3 -0.636
C 0.95730 -0.16047 0.43970 -2.2 1.1 -0.3 -0.467
N -3.25165 1.08076 1.33154 2.4 1.0 0.2 -0.438
N -3.01156 -0.99265 0.73312 1.5 0.4 -0.1 -0.364
N -3.76297 -0.06111 1.26705 -3.9 -1.1 0.2 -0.352
N -1.93723 0.97428 0.90454 0.0 -0.6 -0.7 -0.302
O 2.15711 -0.56038 -0.15087 -0.4 0.3 -0.8 -0.338
S -0.48051 -1.29471 0.04057 0.5 0.4 -0.7 -0.230
H 2.46936 1.12389 -1.27396 -0.5 -0.1 -0.2 0.302
H 1.53577 -0.18319 -2.23022 0.8 0.3 1.6 0.258
H 3.30398 -0.29113 -1.87045 -0.7 -0.1 0.6 0.252
H 0.98578 -0.28340 1.49845 0.7 0.2 0.7 0.371
H 0.57364 0.90930 0.21472 1.0 -1.6 0.1 0.311